No. 1
C61H43Cl3N4O7Sc | ωB97M-V/def2-TZVPD

Calculated values
Orbital gap (alpha / beta) in Eh: 0.192 / 0.192
Charge: -1

The geometry in XYZ format:
```
119
C61H43Cl3N4O7Sc, DFT ωB97M-V/def2-TZVPD
Sc -0.16 -0.38 0.25
C 2.64 7.83 -4.76
O 1.93 6.75 -5.30
C 1.65 5.68 -4.48
C 2.08 5.55 -3.17
C 1.75 4.42 -2.45
C 0.94 3.43 -2.99
C 0.50 3.57 -4.30
C 0.86 4.68 -5.05
C 0.58 2.23 -2.20
C 1.61 1.34 -1.86
C 3.00 1.51 -2.20
C 3.66 0.45 -1.67
C 2.67 -0.38 -1.04
N 1.44 0.18 -1.17
C 2.95 -1.65 -0.50
C 1.99 -2.61 -0.20
C 2.27 -3.99 0.07
C 1.08 -4.65 0.06
C 0.06 -3.65 -0.16
C -1.34 -3.90 -0.20
C -1.84 -5.18 -0.69
C -1.02 -6.02 -1.46
C -1.46 -7.22 -1.98
C -2.77 -7.63 -1.80
O -3.32 -8.80 -2.26
C -2.48 -9.69 -2.96
C -3.64 -6.76 -1.13
C -3.18 -5.57 -0.61
C -2.24 -2.85 0.18
N -2.02 -1.55 -0.12
C -3.11 -0.84 0.31
C -3.39 0.49 -0.01
C -4.66 1.04 0.50
C -4.65 1.95 1.55
C -5.83 2.42 2.12
C -7.05 1.99 1.62
O -8.27 2.38 2.09
C -8.31 3.25 3.19
C -7.07 1.09 0.55
C -5.89 0.62 0.01
C -2.54 1.33 -0.76
C -2.89 2.61 -1.30
C -1.80 3.08 -1.95
C -0.76 2.09 -1.79
N -1.25 1.03 -1.09
C -4.00 -1.72 1.02
C -3.47 -2.97 0.93
N 0.63 -2.43 -0.27
C 4.39 -1.95 -0.24
C 4.97 -1.34 0.86
C 6.30 -1.52 1.17
C 7.10 -2.33 0.37
O 8.43 -2.56 0.58
C 9.02 -1.95 1.70
C 6.52 -2.96 -0.73
C 5.18 -2.77 -1.03
H 2.74 8.56 -5.56
H 3.64 7.53 -4.42
H 2.11 8.28 -3.92
H 2.69 6.31 -2.70
H 2.11 4.30 -1.44
H -0.13 2.81 -4.74
H 0.55 4.79 -6.07
H 3.41 2.32 -2.78
H 4.71 0.22 -1.73
H 3.25 -4.40 0.23
H 0.92 -5.69 0.28
H -0.01 -5.71 -1.69
H -0.76 -7.83 -2.54
H -3.10 -10.55 -3.21
H -1.63 -10.01 -2.35
H -2.11 -9.24 -3.89
H -4.68 -7.04 -1.04
H -3.91 -4.93 -0.15
H -3.71 2.28 1.94
H -5.76 3.10 2.95
H -9.37 3.43 3.40
H -7.83 4.21 2.97
H -7.84 2.81 4.07
H -8.03 0.78 0.17
H -5.92 -0.09 -0.81
H -3.86 3.07 -1.21
H -1.68 4.02 -2.47
H -4.88 -1.42 1.55
H -3.83 -3.84 1.44
H 4.36 -0.73 1.51
H 6.69 -1.02 2.04
H 10.06 -2.27 1.71
H 8.54 -2.26 2.63
H 8.99 -0.85 1.63
H 7.15 -3.59 -1.34
H 4.76 -3.26 -1.90
Cl -2.50 1.16 7.25
C -2.06 1.08 5.58
C -1.75 -0.15 5.02
C -1.41 -0.20 3.68
Cl -0.96 -1.67 2.89
C -1.37 0.95 2.85
O -1.12 0.88 1.60
C -1.66 2.17 3.51
Cl -1.56 3.62 2.56
C -2.02 2.25 4.83
H -1.77 -1.04 5.62
H -2.25 3.21 5.27
O 2.93 -0.06 3.05
C 2.22 0.47 2.20
O 1.28 -0.12 1.57
C 2.48 1.92 1.85
C 3.70 2.49 2.19
C 3.97 3.81 1.89
C 3.00 4.60 1.28
C 1.77 4.04 0.97
C 1.52 2.70 1.22
H 4.43 1.88 2.70
H 4.93 4.24 2.13
H 3.20 5.64 1.05
H 0.99 4.66 0.53
H 0.57 2.26 0.92
```

Atom charges from the Mulliken analysis, given in e for atoms 1 to 99: -0.947, -0.813, -0.475, 0.862, -0.921, -0.290, -0.232, -0.194, -0.888, 0.587, 0.545, -1.352, -1.499, 0.342, 0.230, 1.318, 0.184, -1.253, -1.600, -0.109, 0.569, 0.886, -0.972, -0.652, 0.899, -0.462, -0.825, -1.311, -0.032, 0.240, -0.128, 0.907, 1.153, -0.898, 0.107, -0.726, 0.909, -0.479, -0.802, -0.891, -0.078, 0.005, -1.435, -1.360, 0.243, 0.249, -0.882, -1.487, 0.284, -1.183, -0.323, -0.698, 0.965, -0.481, -0.811, -0.830, 0.012, 0.241, 0.304, 0.329, 0.415, 0.750, 0.495, 0.426, 0.624, 0.586, 0.630, 0.878, 0.470, 0.377, 0.238, 0.328, 0.327, 0.426, 0.391, 0.286, 0.438, 0.238, 0.307, 0.324, 0.423, 0.489, 0.587, 0.601, 0.673, 0.634, 0.489, 0.435, 0.240, 0.319, 0.319, 0.426, 0.499, -0.274, 0.357, -0.684, 0.858, -0.226, -1.315



No. 2
C61H49Br2ClNO3PS3TcTe | ωB97M-V/def2-TZVPD

Calculated values
2S+1: 2
Orbital gap (alpha / beta) in Eh: 0.119 / 0.100
Charge: +2
<S²>: 0.90

The geometry in XYZ format:
```
123
C61H49Br2ClNO3PS3TcTe, DFT ωB97M-V/def2-TZVPD
Tc -0.44 0.94 -1.34
C 0.68 4.36 4.77
C 0.57 3.39 3.64
C 0.39 2.03 3.86
C 0.27 1.14 2.82
C 0.15 -0.31 3.14
O 0.86 -1.13 2.59
C -0.78 -0.68 4.22
C -1.91 0.09 4.55
C -2.73 -0.31 5.58
C -2.44 -1.45 6.31
C -1.33 -2.22 5.99
C -0.52 -1.85 4.94
C 0.34 1.56 1.46
O 0.14 0.72 0.52
C 0.60 2.95 1.23
C 0.68 3.82 2.33
C 0.84 3.51 -0.08
N 0.71 2.89 -1.22
C 0.99 3.66 -2.42
C 2.46 3.98 -2.68
Te 3.75 2.26 -2.93
C 4.22 2.10 -0.83
C 5.30 2.93 -0.54
C 5.81 2.95 0.75
C 5.23 2.16 1.72
C 4.14 1.36 1.43
C 3.62 1.32 0.14
C 1.28 4.94 -0.04
C 0.39 5.98 -0.30
C 0.81 7.29 -0.18
C 2.11 7.58 0.21
C 3.00 6.55 0.47
C 2.59 5.23 0.35
H 0.48 3.86 5.72
H -0.03 5.17 4.66
H 1.68 4.78 4.81
H 0.36 1.65 4.87
H -2.13 0.98 3.98
H -3.60 0.28 5.83
H -3.08 -1.74 7.13
H -1.11 -3.11 6.56
H 0.35 -2.43 4.68
H 0.83 4.87 2.16
H 0.46 4.62 -2.38
H 0.59 3.13 -3.29
H 2.91 4.56 -1.87
H 2.54 4.56 -3.61
H 5.74 3.54 -1.32
H 6.66 3.58 0.97
H 5.65 2.15 2.72
H 3.68 0.76 2.20
H 2.77 0.69 -0.08
H -0.63 5.76 -0.57
H 0.12 8.09 -0.37
H 2.42 8.60 0.33
H 4.01 6.76 0.79
H 3.26 4.42 0.59
Br -1.27 1.48 -3.61
C 2.28 0.82 -3.57
Br 1.37 -0.49 -2.32
H 1.49 1.38 -4.06
H 2.81 0.22 -4.31
Cl -2.24 2.14 -0.44
C -3.70 1.23 -0.66
C -4.88 1.85 -0.30
C -6.07 1.15 -0.41
C -6.05 -0.16 -0.85
C -4.86 -0.76 -1.21
C -3.65 -0.07 -1.14
P -2.06 -0.94 -1.55
C -2.50 -2.43 -0.59
C -2.86 -2.30 0.75
C -3.30 -3.41 1.46
C -3.35 -4.65 0.84
C -2.99 -4.78 -0.49
C -2.57 -3.67 -1.20
C -2.35 -1.46 -3.29
C -3.49 -1.08 -4.00
C -3.65 -1.46 -5.32
C -2.66 -2.18 -5.97
C -1.50 -2.53 -5.29
C -1.36 -2.17 -3.96
H -4.87 2.87 0.07
H -7.00 1.63 -0.14
H -6.97 -0.72 -0.92
H -4.86 -1.78 -1.56
H -2.82 -1.33 1.23
H -3.59 -3.30 2.49
H -3.70 -5.51 1.39
H -3.05 -5.74 -0.97
H -2.30 -3.77 -2.25
H -4.25 -0.47 -3.54
H -4.54 -1.17 -5.85
H -2.78 -2.45 -7.01
H -0.71 -3.07 -5.78
H -0.46 -2.43 -3.43
O 0.20 -2.04 -1.27
C 0.87 -3.23 -1.12
C 0.89 -4.06 -2.38
C 0.12 -5.14 -2.71
C 0.42 -5.66 -3.98
C 1.38 -4.96 -4.63
S 1.96 -3.64 -3.68
C 2.26 -3.01 -0.57
C 2.60 -2.06 0.37
C 3.95 -2.14 0.75
C 4.61 -3.16 0.12
S 3.61 -4.04 -0.94
C 0.42 -4.03 0.08
C -0.13 -3.54 1.24
C -0.35 -4.53 2.20
C 0.10 -5.76 1.80
S 0.78 -5.73 0.23
H -0.64 -5.55 -2.07
H -0.08 -6.52 -4.40
H 1.81 -5.13 -5.60
H 1.88 -1.39 0.78
H 4.41 -1.49 1.46
H 5.64 -3.45 0.24
H -0.36 -2.50 1.37
H -0.82 -4.35 3.15
H 0.07 -6.69 2.34
```

Atom charges from the Mulliken analysis, given in e for atoms 1 to 99: -1.872, -1.680, 0.016, -0.718, 0.316, 0.171, -0.636, 0.892, -0.086, -0.989, -0.509, -0.750, -0.765, -0.402, 2.531, 0.493, -0.974, 1.079, 1.126, -1.301, -0.400, 0.538, 0.141, -0.511, -0.876, -0.990, -0.364, 0.767, -1.802, -0.018, -1.071, -0.743, -0.890, 0.315, 0.440, 0.377, 0.308, 0.663, 0.542, 0.464, 0.446, 0.482, 0.559, 0.661, 0.466, 0.264, -0.049, 0.689, 0.405, 0.449, 0.460, 0.664, -0.434, 0.572, 0.481, 0.446, 0.532, 0.507, -0.243, -1.618, 1.350, 0.379, 0.753, -0.043, 0.188, -0.502, -0.810, -0.928, -0.205, -0.422, 3.110, 0.395, -0.332, -0.774, -0.969, -0.774, -0.349, 0.307, -0.596, -0.839, -0.886, -0.977, 0.479, 0.564, 0.448, 0.474, 0.590, 0.559, 0.558, 0.439, 0.459, 0.737, 0.485, 0.462, 0.440, 0.532, -0.053, 0.615, 1.718